A | Density functional theory data (ωB97M-V/def2-TZVPD) for a molecular structure, C31H38IrN4O3P2Se2.

## Properties
HOMO (spin up / spin down)   -13.66 / -13.61 eV
Kohn-Sham gap (spin up / spin down)   0.22758 / 0.18107 hartree
<S²>   0.78
E_LUMO (spin up / spin down)   -7.46 / -8.68 eV

Geometry as ORCA input:
```
! wB97M-V def2-TZVPD RIJCOSX def2/J DEFGRID3
* xyz 2 2
Ir 0.251 0.145 0.549
Se -1.924 2.100 1.170
P -2.167 1.891 -1.011
Se -0.243 1.164 -1.798
C -2.679 3.483 -1.721
C -1.917 4.123 -2.689
C -2.362 5.327 -3.206
C -3.549 5.880 -2.753
C -4.305 5.233 -1.788
C -3.875 4.029 -1.265
C -3.475 0.700 -1.459
C -4.452 0.326 -0.548
C -5.420 -0.589 -0.926
C -5.409 -1.123 -2.206
C -4.443 -0.729 -3.122
C -3.472 0.186 -2.752
H -0.991 3.681 -3.036
H -1.776 5.833 -3.955
H -3.884 6.823 -3.153
H -5.227 5.670 -1.437
H -4.461 3.520 -0.509
H -4.455 0.751 0.446
H -6.190 -0.877 -0.225
H -6.161 -1.836 -2.498
H -4.447 -1.129 -4.124
H -2.725 0.510 -3.467
C 4.891 3.465 1.668
C 4.069 3.223 0.565
C 2.951 2.426 0.695
C 2.590 1.867 1.935
C 1.451 1.027 2.080
C 1.082 0.627 3.366
C 1.839 0.971 4.485
C 2.987 1.719 4.341
C 3.390 2.180 3.074
C 4.554 2.955 2.901
H 5.782 4.061 1.554
H 4.311 3.666 -0.389
H 2.309 2.237 -0.160
H 0.178 0.050 3.519
H 1.522 0.649 5.464
H 3.575 1.981 5.205
H 5.172 3.148 3.764
C 1.881 -1.608 -1.981
N 2.843 -2.548 -2.503
C 4.194 -2.074 -2.235
N 4.375 -1.940 -0.796
C 3.416 -0.997 -0.269
N 2.019 -1.436 -0.514
C 1.878 -2.778 0.099
N 2.837 -3.720 -0.431
C 2.654 -3.848 -1.871
C 4.188 -3.239 -0.165
H 0.874 -1.973 -2.208
H 2.024 -0.635 -2.464
H 4.341 -1.105 -2.716
H 4.917 -2.786 -2.636
H 3.571 -0.026 -0.745
H 3.567 -0.895 0.808
H 0.868 -3.154 -0.084
H 2.040 -2.683 1.176
H 1.643 -4.207 -2.079
H 3.379 -4.560 -2.269
H 4.914 -3.951 -0.559
H 4.333 -3.140 0.911
C 0.154 -3.039 3.181
O -0.906 -2.148 2.863
P -1.226 -1.540 1.423
O -1.710 -2.913 0.707
C -2.230 -2.950 -0.609
O -2.571 -0.753 1.771
C -3.624 -1.384 2.514
H -0.053 -3.409 4.186
H 1.112 -2.509 3.186
H 0.181 -3.876 2.484
H -1.510 -2.564 -1.334
H -3.154 -2.373 -0.693
H -2.438 -3.997 -0.820
H -4.513 -0.772 2.376
H -3.366 -1.420 3.571
H -3.796 -2.393 2.141
*
```


B | Density functional theory data (ωB97M-V/def2-TZVPD) for a molecular structure, C31H38IrN4O3P2Se2.

## Properties
HOMO (spin up / spin down)   -13.40 / -13.40 eV
Kohn-Sham gap (spin up / spin down)   0.27861 / 0.21663 hartree
<S²>   0.75
E_LUMO (spin up / spin down)   -5.81 / -7.50 eV

Geometry as ORCA input:
```
! wB97M-V def2-TZVPD RIJCOSX def2/J DEFGRID3
* xyz 2 2
Ir 1.112 0.477 0.457
Se -0.985 0.053 1.648
P -0.141 -2.062 1.862
Se 1.819 -1.220 2.246
C -0.252 -2.939 0.301
C 0.692 -2.720 -0.703
C 0.571 -3.366 -1.923
C -0.486 -4.242 -2.137
C -1.417 -4.479 -1.133
C -1.303 -3.834 0.088
C -0.921 -3.011 3.138
C -1.816 -2.417 4.027
C -2.365 -3.180 5.044
C -2.009 -4.515 5.177
C -1.109 -5.103 4.295
C -0.562 -4.357 3.266
H 1.556 -2.093 -0.510
H 1.312 -3.209 -2.695
H -0.574 -4.759 -3.084
H -2.226 -5.177 -1.298
H -2.021 -4.035 0.874
H -2.083 -1.372 3.930
H -3.066 -2.732 5.734
H -2.435 -5.107 5.976
H -0.835 -6.142 4.409
H 0.136 -4.815 2.575
C -4.972 3.653 0.942
C -3.740 3.585 1.627
C -2.970 2.458 1.566
C -3.400 1.329 0.825
C -2.671 0.111 0.708
C -3.146 -0.970 0.026
C -4.395 -0.891 -0.625
C -5.115 0.265 -0.573
C -4.645 1.392 0.148
C -5.410 2.582 0.220
H -5.569 4.552 1.002
H -3.407 4.433 2.210
H -2.030 2.439 2.103
H -2.572 -1.887 -0.040
H -4.770 -1.752 -1.163
H -6.073 0.336 -1.073
H -6.358 2.620 -0.302
C 3.402 2.283 -0.347
N 4.740 2.541 -0.799
C 5.695 1.991 0.164
N 5.513 0.545 0.295
C 4.180 0.264 0.743
N 3.119 0.794 -0.215
C 3.428 0.148 -1.553
N 4.767 0.436 -1.993
C 4.941 1.889 -2.097
C 5.724 -0.081 -1.011
H 2.693 2.697 -1.057
H 3.240 2.730 0.637
H 5.548 2.468 1.135
H 6.709 2.195 -0.176
H 4.005 0.732 1.714
H 4.040 -0.814 0.820
H 2.706 0.517 -2.274
H 3.308 -0.931 -1.422
H 4.225 2.288 -2.817
H 5.949 2.102 -2.450
H 6.737 0.130 -1.350
H 5.603 -1.162 -0.921
C -1.435 0.244 -2.409
O -1.301 1.434 -1.610
P 0.121 1.866 -1.046
O 0.981 2.155 -2.349
C 0.523 2.842 -3.541
O -0.224 3.214 -0.315
C -1.120 4.239 -0.819
H -2.481 0.182 -2.692
H -1.158 -0.634 -1.824
H -0.810 0.307 -3.301
H 1.000 2.356 -4.386
H 0.838 3.882 -3.488
H -0.559 2.775 -3.635
H -0.929 5.124 -0.221
H -2.147 3.907 -0.689
H -0.918 4.451 -1.866
*
```


Order of stability, best first: B, A